(1)
{
  "formula": "C50H49N9OP2ReSSe2",
  "method": "wB97M-V/def2-TZVPD",
  "symbols": ["Re", "Se", "P", "C", "C", "C", "C", "C", "C", "C", "C", "C", "C", "C", "C", "C", "C", "N", "N", "N", "P", "Se", "C", "C", "C", "C", "C", "C", "C", "C", "C", "C", "C", "C", "H", "H", "H", "H", "H", "H", "H", "H", "H", "H", "H", "H", "H", "H", "H", "H", "H", "H", "H", "H", "C", "C", "C", "O", "C", "H", "H", "H", "H", "H", "H", "H", "H", "N", "S", "C", "C", "C", "C", "C", "C", "C", "C", "C", "C", "C", "C", "H", "H", "H", "H", "H", "H", "H", "H", "H", "H", "H", "N", "C", "N", "C", "N", "N", "C", "N", "C", "C", "C", "C", "C", "H", "H", "H", "H", "H", "H", "H", "H", "H", "H"],
  "xyz": [[2.43, 1.03, 0.46], [-1.15, -4.45, 0.96], [-2.20, -2.74, 0.37], [-3.41, -2.12, 1.56], [-3.18, -2.34, 2.92], [-4.07, -1.83, 3.85], [-5.20, -1.13, 3.43], [-5.43, -0.93, 2.08], [-4.53, -1.42, 1.14], [-3.06, -2.88, -1.22], [-3.66, -4.10, -1.52], [-4.33, -4.27, -2.72], [-4.40, -3.22, -3.63], [-3.80, -2.00, -3.34], [-3.14, -1.83, -2.13], [-1.08, -1.32, 0.16], [0.30, -1.24, 0.14], [0.60, 0.10, 0.19], [-0.55, 0.77, 0.22], [-1.55, -0.05, 0.19], [1.64, -2.41, 0.01], [3.43, -1.07, -0.24], [1.58, -3.47, -1.43], [2.78, -4.06, -1.83], [2.79, -4.90, -2.94], [1.62, -5.13, -3.65], [0.43, -4.53, -3.25], [0.41, -3.70, -2.14], [1.92, -3.27, 1.55], [1.67, -2.59, 2.74], [1.88, -3.22, 3.95], [2.34, -4.53, 3.97], [2.59, -5.21, 2.78], [2.38, -4.58, 1.57], [-2.32, -2.91, 3.23], [-3.90, -2.00, 4.91], [-5.90, -0.76, 4.16], [-6.32, -0.40, 1.75], [-4.72, -1.27, 0.08], [-3.58, -4.92, -0.82], [-4.80, -5.22, -2.95], [-4.92, -3.36, -4.57], [-3.87, -1.18, -4.04], [-2.71, -0.86, -1.89], [3.70, -3.88, -1.29], [3.72, -5.37, -3.24], [1.63, -5.79, -4.51], [-0.48, -4.72, -3.80], [-0.53, -3.26, -1.83], [1.28, -1.58, 2.72], [1.67, -2.71, 4.88], [2.50, -5.03, 4.92], [2.94, -6.23, 2.80], [2.53, -5.13, 0.64], [6.03, 3.49, 1.56], [6.59, 2.57, 0.46], [5.63, 1.40, 0.44], [4.34, 2.02, 0.73], [4.57, 3.04, 1.75], [6.09, 4.53, 1.27], [6.57, 3.37, 2.49], [7.61, 2.25, 0.66], [6.58, 3.07, -0.51], [5.84, 0.67, 1.23], [5.54, 0.90, -0.52], [4.40, 2.59, 2.72], [3.83, 3.82, 1.58], [2.76, 2.83, -1.68], [1.85, 3.06, -3.06], [1.47, 1.42, -3.56], [2.37, 0.84, -4.45], [2.17, -0.48, -4.82], [1.09, -1.19, -4.32], [0.18, -0.58, -3.46], [0.37, 0.73, -3.06], [0.42, 3.66, -2.17], [0.01, 3.64, 0.39], [-2.29, 3.74, -0.45], [-2.48, 4.81, -1.49], [-1.68, 5.07, -2.51], [-0.43, 4.43, -2.87], [3.33, 3.65, -1.48], [3.20, 1.40, -4.84], [2.86, -0.95, -5.51], [0.94, -2.22, -4.61], [-0.67, -1.14, -3.10], [-0.34, 1.20, -2.39], [0.62, 3.61, 1.29], [-1.95, 2.81, -0.93], [-3.41, 5.36, -1.42], [-2.00, 5.83, -3.22], [-0.13, 4.62, -3.90], [0.80, -0.31, 6.21], [1.14, 0.51, 5.48], [1.53, 1.48, 4.67], [1.75, 1.45, 3.46], [1.98, 1.59, 2.30], [1.85, 2.58, -0.60], [0.66, 3.25, -0.79], [-1.22, 4.06, 0.54], [-3.62, 3.48, 0.27], [-3.66, 2.36, 1.30], [-2.55, 2.40, 2.36], [-2.22, 3.79, 2.87], [-1.61, 4.73, 1.80], [-4.34, 3.27, -0.52], [-3.96, 4.43, 0.70], [-3.63, 1.40, 0.80], [-4.63, 2.43, 1.80], [-1.65, 1.94, 1.95], [-2.85, 1.77, 3.20], [-1.51, 3.71, 3.70], [-3.11, 4.27, 3.27], [-0.72, 5.23, 2.17], [-2.30, 5.52, 1.51]],
  "lowdin_spin": [1.21, 0.00, 0.00, 0.00, 0.00, 0.00, 0.00, 0.00, 0.00, 0.00, 0.00, 0.00, 0.00, 0.00, 0.00, 0.01, 0.02, 0.00, 0.01, 0.02, 0.00, 0.00, 0.00, 0.00, 0.00, 0.00, 0.00, 0.00, 0.00, 0.00, 0.00, 0.00, 0.00, 0.00, 0.00, 0.00, 0.00, 0.00, 0.00, 0.00, 0.00, 0.00, 0.00, 0.00, 0.00, 0.00, 0.00, 0.00, 0.00, 0.00, 0.00, 0.00, 0.00, 0.00, 0.00, 0.00, 0.00, 0.03, 0.00, 0.00, 0.00, 0.00, 0.00, 0.00, 0.00, 0.00, 0.00, 0.01, 0.00, 0.00, 0.00, 0.00, 0.00, 0.00, 0.00, 0.01, -0.05, -0.01, -0.03, 0.00, -0.05, 0.00, 0.00, 0.00, 0.00, 0.00, 0.00, 0.00, 0.00, 0.00, 0.00, 0.00, 0.01, 0.01, 0.05, 0.05, 0.03, -0.13, -0.08, -0.10, 0.00, 0.00, 0.00, 0.00, 0.00, 0.00, 0.00, 0.00, 0.00, 0.00, 0.00, 0.00, 0.00, 0.00, 0.00],
  "multiplicity": 2,
  "homo_lumo_gap_ev": [5.625, 6.325],
  "charge": 2,
  "lumo_energy_ev": [-6.58, -5.90]
}



(2)
{
  "formula": "C50H50BrClCsN7O4S2Se2",
  "method": "wB97M-V/def2-TZVPD",
  "symbols": ["Cs", "O", "C", "C", "C", "C", "C", "C", "C", "O", "N", "N", "C", "S", "C", "C", "S", "H", "H", "H", "H", "H", "H", "H", "H", "H", "O", "O", "Cl", "C", "C", "C", "C", "N", "C", "H", "H", "H", "H", "Br", "C", "C", "C", "C", "C", "N", "H", "H", "H", "H", "Se", "C", "N", "C", "C", "C", "C", "N", "C", "Se", "N", "C", "C", "C", "C", "C", "C", "C", "C", "C", "C", "H", "H", "H", "H", "H", "H", "H", "H", "H", "H", "H", "H", "H", "H", "H", "H", "H", "H", "H", "H", "H", "H", "C", "C", "C", "C", "C", "C", "C", "C", "C", "C", "C", "C", "C", "C", "H", "H", "H", "H", "H", "H", "H", "H", "H", "H", "H"],
  "xyz": [[0.21, -1.69, -0.60], [-0.35, -3.79, -6.79], [0.49, -4.45, -5.98], [1.19, -5.53, -6.54], [2.08, -6.25, -5.77], [2.30, -5.93, -4.44], [1.61, -4.86, -3.89], [0.70, -4.11, -4.63], [-0.01, -2.99, -3.95], [0.26, -2.74, -2.75], [-0.88, -2.32, -4.70], [-1.66, -1.42, -3.97], [-2.06, -0.43, -4.65], [-3.23, 0.71, -3.97], [-2.80, 2.01, -5.15], [-2.63, 1.36, -6.51], [-1.54, -0.08, -6.31], [-0.77, -3.07, -6.22], [1.02, -5.77, -7.58], [2.61, -7.09, -6.22], [2.99, -6.49, -3.83], [1.76, -4.58, -2.86], [-1.88, 2.51, -4.83], [-3.60, 2.74, -5.15], [-2.17, 2.03, -7.23], [-3.60, 1.03, -6.89], [-1.40, 1.27, 0.65], [-0.14, 1.95, 0.52], [-5.91, -3.90, -1.59], [-4.91, -3.28, -0.31], [-5.40, -3.21, 0.98], [-4.57, -2.69, 1.96], [-3.30, -2.27, 1.59], [-2.84, -2.34, 0.35], [-3.63, -2.83, -0.59], [-6.40, -3.55, 1.21], [-4.89, -2.61, 2.98], [-2.61, -1.84, 2.32], [-3.24, -2.86, -1.60], [2.96, 0.51, 0.28], [3.09, 0.86, -1.59], [4.11, 1.67, -2.06], [4.16, 1.89, -3.42], [3.20, 1.29, -4.24], [2.23, 0.50, -3.66], [2.17, 0.30, -2.34], [4.82, 2.11, -1.37], [4.93, 2.51, -3.84], [3.21, 1.44, -5.31], [1.46, 0.02, -4.24], [2.21, -4.61, 0.63], [3.52, -4.97, 1.86], [4.33, -5.17, 2.66], [2.57, -1.28, 6.86], [2.80, -2.67, 6.27], [3.61, -2.69, 4.98], [2.87, -2.24, 3.73], [2.57, -0.82, 3.70], [1.34, -0.25, 3.76], [-0.26, -1.10, 3.98], [1.49, 1.09, 3.62], [0.38, 2.03, 3.55], [-0.21, 2.33, 4.93], [0.78, 2.86, 5.97], [1.24, 4.28, 5.71], [2.83, 1.38, 3.43], [3.50, 2.57, 3.18], [4.87, 2.49, 2.98], [5.54, 1.26, 3.03], [4.88, 0.08, 3.27], [3.51, 0.16, 3.48], [2.16, -1.36, 7.87], [1.86, -0.71, 6.28], [3.50, -0.72, 6.92], [1.84, -3.16, 6.10], [3.34, -3.28, 7.01], [3.95, -3.70, 4.76], [4.52, -2.08, 5.11], [1.91, -2.76, 3.63], [3.44, -2.47, 2.83], [-0.37, 1.61, 2.89], [0.76, 2.93, 3.07], [-0.68, 1.41, 5.29], [-1.01, 3.06, 4.78], [1.64, 2.18, 6.02], [0.30, 2.81, 6.95], [1.84, 4.36, 4.80], [1.86, 4.66, 6.53], [0.39, 4.95, 5.59], [2.98, 3.51, 3.09], [5.42, 3.39, 2.77], [6.61, 1.24, 2.85], [5.39, -0.87, 3.28], [-7.23, 2.09, -2.13], [-6.31, 3.11, -1.93], [-5.13, 2.89, -1.25], [-4.79, 1.62, -0.78], [-5.74, 0.60, -0.96], [-6.93, 0.83, -1.62], [-3.56, 1.31, -0.08], [-2.32, 1.86, -0.23], [-1.61, 2.77, -1.05], [-1.95, 3.74, -1.98], [-1.00, 4.61, -2.48], [0.28, 4.64, -1.84], [0.67, 3.70, -0.95], [-0.16, 2.47, -0.83], [-8.15, 2.27, -2.66], [-6.54, 4.11, -2.28], [-4.46, 3.71, -1.06], [-5.51, -0.40, -0.60], [-7.62, 0.01, -1.77], [-3.61, 0.48, 0.61], [-2.98, 3.86, -2.30], [-1.27, 5.38, -3.19], [0.93, 5.49, -2.02], [1.61, 3.76, -0.41], [0.21, 1.64, -1.48]],
  "mulliken_charge": [1.12, -0.73, 0.55, -0.67, -0.22, -0.86, -0.68, 0.36, 0.42, -0.85, -0.71, -0.44, 0.18, 0.13, -0.58, -0.63, -0.15, 0.56, 0.40, 0.34, 0.44, 0.59, 0.17, 0.46, 0.38, 0.29, -0.62, 0.13, -0.26, 0.23, -0.31, -0.66, -0.45, 0.21, -0.47, 0.42, 0.43, 0.32, 0.42, -0.22, 0.35, -0.58, -0.41, -0.78, -0.20, 0.16, 0.48, 0.38, 0.44, 0.31, -0.31, 0.20, -0.74, -0.89, -0.50, -0.59, -1.08, 1.18, -1.12, -0.16, 1.77, -1.17, -0.52, -0.09, -1.25, 0.27, -0.59, -1.02, -1.04, -0.68, 0.25, 0.48, 0.03, 0.26, 0.26, 0.40, 0.42, 0.27, 0.41, 0.38, -0.17, 0.70, 0.20, 0.52, 0.01, 0.48, 0.21, 0.39, 0.34, 0.46, 0.40, 0.40, 0.52, -0.43, -0.74, -0.11, 0.30, 0.00, -0.57, -1.57, 0.10, 0.38, 0.31, -1.28, -0.29, -1.23, 1.04, 0.37, 0.37, 0.72, 0.21, 0.39, 0.33, 0.27, 0.38, 0.37, 0.43, -0.27],
  "multiplicity": 1,
  "homo_lumo_gap_ev": 4.827,
  "charge": -2,
  "relative_energy_kcal_mol": 15.3,
  "lumo_energy_ev": 3.48
}



(3)
{
  "formula": "C50H50BrCsGe2N3O8PS2",
  "method": "wB97M-V/def2-TZVPD",
  "symbols": ["Cs", "O", "S", "O", "O", "C", "C", "C", "C", "C", "C", "P", "C", "C", "C", "C", "C", "C", "C", "C", "C", "C", "C", "C", "H", "H", "H", "H", "H", "H", "H", "H", "H", "H", "H", "H", "H", "H", "C", "C", "Ge", "C", "C", "C", "C", "Ge", "C", "C", "C", "C", "C", "C", "C", "C", "C", "C", "H", "H", "H", "H", "H", "H", "H", "H", "H", "H", "H", "H", "H", "H", "H", "H", "H", "H", "H", "H", "H", "H", "H", "H", "H", "H", "O", "S", "O", "O", "C", "N", "C", "C", "C", "N", "C", "C", "C", "N", "C", "C", "H", "H", "H", "H", "H", "H", "Br", "C", "C", "C", "C", "C", "C", "C", "O", "O", "H", "H", "H", "H"],
  "xyz": [[11.38, -3.30, 23.82], [15.80, -1.88, 24.86], [15.02, -2.73, 24.00], [14.25, -3.75, 24.70], [14.11, -2.02, 23.11], [16.12, -3.51, 22.81], [17.46, -3.33, 23.07], [18.47, -3.89, 22.28], [18.16, -4.62, 21.15], [16.81, -4.72, 20.83], [15.78, -4.23, 21.62], [13.98, -4.82, 21.12], [14.35, -6.61, 21.60], [14.90, -6.72, 22.80], [15.38, -8.01, 23.32], [14.95, -9.15, 22.83], [14.03, -9.15, 21.61], [14.06, -7.83, 20.78], [14.24, -4.53, 19.29], [13.55, -5.25, 18.34], [13.62, -4.79, 17.02], [14.26, -3.61, 16.66], [14.91, -2.87, 17.61], [14.96, -3.36, 18.89], [17.68, -2.79, 23.95], [19.51, -3.60, 22.56], [18.98, -5.03, 20.49], [16.48, -5.09, 19.79], [15.13, -5.85, 23.43], [16.07, -7.89, 24.22], [15.23, -10.16, 23.29], [14.36, -9.93, 20.88], [14.76, -7.89, 19.94], [12.93, -6.04, 18.62], [13.01, -5.29, 16.24], [14.13, -3.27, 15.63], [15.42, -1.99, 17.25], [15.54, -2.87, 19.71], [14.73, -0.28, 20.68], [13.49, -0.77, 20.04], [11.81, -0.01, 20.73], [11.65, 1.19, 22.24], [12.81, 2.12, 22.50], [11.13, 1.10, 19.23], [10.03, 0.39, 18.80], [9.99, -1.35, 19.80], [8.15, -1.79, 20.38], [7.71, -1.03, 21.63], [10.68, -2.73, 18.55], [9.53, -3.10, 17.56], [9.16, 0.81, 17.72], [8.29, 1.89, 17.92], [7.49, 2.38, 16.92], [7.45, 1.71, 15.69], [8.43, 0.70, 15.43], [9.27, 0.25, 16.42], [15.74, -0.67, 20.32], [14.86, -0.53, 21.74], [14.85, 0.88, 20.42], [13.46, -1.84, 20.15], [13.43, -0.52, 18.99], [11.28, 0.77, 23.21], [10.74, 1.76, 21.90], [13.75, 1.57, 22.79], [12.59, 2.81, 23.33], [13.12, 2.73, 21.65], [11.29, 2.09, 18.85], [8.23, -2.91, 20.48], [7.62, -1.46, 19.49], [8.21, -1.34, 22.57], [6.65, -1.12, 21.78], [7.96, 0.02, 21.47], [10.98, -3.65, 19.11], [11.57, -2.27, 18.05], [8.80, -3.76, 18.07], [9.98, -3.60, 16.70], [8.92, -2.25, 17.19], [8.23, 2.40, 18.82], [6.98, 3.24, 17.16], [6.85, 2.07, 14.88], [8.46, 0.35, 14.38], [9.99, -0.57, 16.26], [11.82, 5.90, 31.03], [11.64, 4.46, 31.39], [12.24, 4.07, 32.65], [10.31, 3.93, 31.21], [12.67, 3.56, 30.18], [13.96, 3.78, 30.19], [14.73, 3.05, 29.40], [14.26, 2.05, 28.56], [12.89, 1.89, 28.58], [12.08, 2.70, 29.30], [12.22, 0.85, 27.64], [12.89, 0.35, 26.54], [12.17, -0.37, 25.58], [10.85, -0.58, 25.64], [10.22, -0.08, 26.73], [10.86, 0.62, 27.73], [15.71, 3.41, 29.48], [14.97, 1.48, 27.96], [13.96, 0.50, 26.36], [12.71, -0.65, 24.66], [9.16, -0.25, 26.80], [10.31, 1.09, 28.53], [9.79, -6.82, 23.92], [10.82, -7.51, 22.53], [11.78, -8.41, 22.76], [12.50, -9.11, 21.63], [12.57, -8.15, 20.39], [11.47, -7.13, 20.24], [10.62, -6.81, 21.26], [9.41, -5.70, 21.04], [9.76, -4.47, 21.22], [8.33, -6.18, 20.76], [11.98, -8.72, 23.78], [12.06, -10.10, 21.43], [12.69, -8.74, 19.47], [11.24, -6.76, 19.26]],
  "mulliken_charge": [1.43, -0.84, 1.38, -0.79, -0.28, -0.76, -0.68, -0.69, -0.84, 0.56, 0.10, 0.82, -0.03, 0.44, -0.63, -0.99, -0.01, -0.50, 0.44, -0.31, -0.64, -0.70, -0.79, -0.05, 0.69, 0.28, 0.30, 0.12, 0.19, 0.34, 0.21, 0.47, 0.55, 0.01, 0.33, 0.34, 0.42, 0.19, -1.03, 0.64, -0.33, -0.22, -1.31, -0.47, -0.56, 0.23, -0.23, -1.17, 1.17, -1.79, 0.04, -0.49, -0.51, -0.62, -0.57, -0.13, 0.32, -0.13, 0.31, -0.80, 0.84, 0.35, 0.49, 0.15, 0.39, 0.37, 0.46, 0.11, 0.49, 0.24, 0.37, 0.28, -0.72, 0.35, 0.37, 0.34, 0.44, 0.47, 0.47, 0.34, 0.32, 0.49, -0.70, 1.18, -0.68, -0.67, 0.12, -0.52, -0.39, -0.62, 0.77, -0.41, 0.84, -0.92, -0.40, -0.11, -0.78, -0.39, 0.50, 0.40, 0.14, 0.63, 0.38, 0.59, -0.20, 0.80, -1.41, 0.27, -0.28, -1.10, 0.52, -0.25, -0.42, -0.71, 0.38, 0.48, 0.41, 0.75],
  "multiplicity": 1,
  "homo_lumo_gap_ev": 7.225,
  "charge": -2,
  "relative_energy_kcal_mol": 77.4,
  "lumo_energy_ev": 3.09
}